1.
Formula: C3H6N2O
Source: the Open Molecules 2025 dataset
Level of theory: the ωB97M-V functional and the def2-TZVPD basis

Last columns: bonded neighbours and bond lengths (Å).
Atoms and positions in Å:
1 C 0.4379 0.7606 1.0495  N6 1.490, H7 1.107, H8 1.086, H9 1.097
2 C 1.0851 -1.5545 -0.1478  O3 1.134
3 O 1.9182 -1.6319 -0.9133  C2 1.134
4 N -1.2465 -1.1269 -1.1203  C5 1.270, H10 1.021
5 C -1.0449 0.1203 -0.9891  N4 1.270, N6 1.406, H11 1.099
6 N -0.7810 0.8304 0.1954  C1 1.490, C5 1.406, H12 1.010
7 H 1.4340 0.6266 0.5866  C1 1.107
8 H 0.4772 1.7441 1.5078  C1 1.086
9 H 0.3755 0.0032 1.8400  C1 1.097
10 H -1.2436 -1.5550 -0.1936  N4 1.021
11 H -1.0961 0.7286 -1.9024  C5 1.099
12 H -1.0554 1.7935 0.0660  N6 1.010

**Net charge**: 0
**E_HOMO**: -9.30 eV
**Energy above the lowest of the compared OMol25 structures with the same formula, charge and spin**: 54.67 kcal/mol
**M**: 86.1 g/mol

How is the electron density shared among the atoms? According to Mulliken, the charges in e are: -0.830, 0.116, -0.221, -0.608, 0.022, -0.330, 0.262, 0.350, 0.313, 0.329, 0.319, 0.276



2.
Formula: C3H6N2O
Source: the Open Molecules 2025 dataset
Level of theory: the ωB97M-V functional and the def2-TZVPD basis

Last columns: bonded neighbours and bond lengths (Å).
Atoms and positions in Å:
1 C 1.4408 1.7811 0.5070  N2 1.460, H7 1.059, H8 1.096, H9 1.126
2 N 0.8623 0.7581 -0.3590  C1 1.460, C3 1.267
3 C 0.0058 -0.0642 0.0847  N2 1.267, N4 1.430, H10 1.129
4 N -0.6103 -1.0635 -0.7313  C3 1.430, C5 1.358, H11 1.098
5 C -1.7030 -1.7860 -0.3724  N4 1.358, O6 1.206, H12 1.082
6 O -2.3688 -1.7621 0.6329  C5 1.206
7 H 0.7361 2.5224 0.7800  C1 1.059
8 H 1.8940 1.3228 1.3936  C1 1.096
9 H 2.2996 2.2003 -0.0883  C1 1.126
10 H -0.4092 -0.2649 1.1152  C3 1.129
11 H -0.3724 -1.1201 -1.8019  N4 1.098
12 H -1.7749 -2.5240 -1.1606  C5 1.082

**Net charge**: 0
**E_HOMO**: -9.78 eV
**Structure (SMILES)**: C/N=C/NC=O
**Energy above the lowest of the compared OMol25 structures with the same formula, charge and spin**: 35.02 kcal/mol
**M**: 86.1 g/mol

How is the electron density shared among the atoms? According to Mulliken, the charges in e are: -0.715, -0.508, 0.043, -0.171, 0.112, -0.522, 0.308, 0.306, 0.242, 0.288, 0.301, 0.316



no.,Kohn-Sham gap (eV)
1,10.116
2,10.713